# 1
80
Properties=species:S:1:pos:R:3:forces:R:3:lowdin_charge:R:1 method="wB97M-V/def2-TZVPD" homo_energy_ev="-16.497 / -16.530" lumo_energy_ev="-8.43 / -9.64" homo_lumo_gap_ha="0.296 / 0.253" spin_multiplicity=2 s2=0.76 charge=+3
Re -0.04753 0.70760 0.17929 0.1 0.3 0.1 1.4866
C 2.31597 2.61145 0.98944 0.0 -0.1 0.0 -0.0857
N 1.06567 2.07184 1.57525 0.0 0.0 -0.1 -0.2557
C 1.36619 1.28269 2.79979 -0.1 0.0 0.0 -0.0929
C 0.05496 0.72595 3.26042 0.0 0.0 -0.1 -0.3075
C -0.22376 0.43665 4.57714 0.0 0.0 0.0 0.0316
C -1.49795 -0.00230 4.90823 0.0 0.0 0.0 0.0128
C -2.44271 -0.10898 3.90162 0.0 0.0 0.0 0.0029
C -2.08486 0.18936 2.60094 0.1 0.0 0.0 -0.0895
N -0.85227 0.60012 2.27343 0.0 -0.1 0.0 -0.0900
C 0.21535 3.24147 1.94089 0.0 0.0 -0.1 -0.0796
C -0.49952 3.72450 0.72234 0.0 -0.1 0.0 -0.2352
C -0.97781 5.01573 0.62716 0.0 0.0 0.0 0.0311
C -1.65908 5.39886 -0.51734 0.0 0.0 0.0 0.0188
C -1.81747 4.47011 -1.53462 0.0 0.0 0.0 0.0103
C -1.30048 3.20286 -1.37379 -0.1 0.0 0.0 -0.1238
N -0.65519 2.81276 -0.25565 0.0 -0.1 0.0 -0.0140
C 2.99954 1.51635 0.25196 0.0 0.0 0.0 -0.2481
C 4.35785 1.51288 -0.00501 0.0 0.0 0.0 0.0347
C 4.88487 0.49047 -0.77463 0.0 0.0 0.0 0.0198
C 4.02678 -0.49640 -1.24514 0.0 0.0 0.0 -0.0060
C 2.69135 -0.43607 -0.92144 -0.1 0.0 0.0 -0.1489
N 2.16936 0.55761 -0.18133 -0.1 0.1 -0.1 -0.0703
H 2.94336 3.04545 1.77007 0.0 0.0 0.0 0.1559
H 2.05212 3.41675 0.29884 0.0 0.0 0.0 0.1458
H 1.81108 1.92789 3.56084 0.0 0.0 0.0 0.1557
H 2.08006 0.49619 2.55146 0.0 0.0 0.0 0.1299
H 0.54063 0.56964 5.33169 0.0 0.0 0.0 0.1403
H -1.75003 -0.23791 5.93381 0.0 0.0 0.0 0.1360
H -3.45562 -0.42219 4.11230 0.0 0.0 0.0 0.1308
H -2.79192 0.09333 1.79606 0.0 0.0 -0.1 0.1034
H 0.84533 4.02288 2.36925 0.0 0.0 0.0 0.1554
H -0.50582 2.95516 2.70130 0.0 0.0 0.0 0.1434
H -0.81539 5.70892 1.44236 0.0 0.0 0.0 0.1405
H -2.04965 6.40328 -0.61610 0.0 0.0 0.0 0.1381
H -2.33550 4.71734 -2.45092 0.0 0.0 0.0 0.1357
H -1.41912 2.46825 -2.15440 0.0 0.0 0.0 0.0863
H 4.98261 2.30467 0.38753 0.0 0.0 0.0 0.1404
H 5.94279 0.45932 -1.00107 0.0 0.0 0.0 0.1381
H 4.39312 -1.31171 -1.85404 0.0 0.0 0.0 0.1288
H 1.99604 -1.19394 -1.25290 0.0 0.0 0.0 0.0777
C -5.20057 -0.93496 -1.34781 0.0 0.0 0.0 -0.0431
S -3.18132 0.65228 -1.11415 0.1 0.0 0.1 0.8753
O -2.75151 0.58926 -2.49121 0.0 0.1 0.0 -0.3995
O -3.87603 -0.73885 -0.74542 0.0 0.0 0.0 -0.4128
O -1.87887 0.29898 -0.16407 0.2 -0.3 -0.2 -0.6857
H -5.39052 -0.19949 -2.12793 0.0 0.0 0.0 0.0871
H -5.94440 -0.85952 -0.56094 0.0 0.0 0.0 0.0983
H -5.19634 -1.92622 -1.78730 0.0 0.0 0.0 0.1008
C 1.10097 -4.86913 -1.18074 0.0 0.0 0.0 -0.0308
N 1.27482 -3.80860 -0.17828 0.0 0.0 -0.1 -0.1803
C 2.67786 -3.49954 0.09188 0.0 -0.1 0.0 -0.0410
C 0.24700 -3.15223 0.36322 0.2 0.0 0.0 -0.6723
S 0.48725 -1.55142 1.10039 -0.3 -0.1 0.3 0.7643
N -0.92191 -3.76065 0.52778 0.0 0.1 0.0 -0.1793
C -1.04751 -5.21586 0.70913 0.0 0.0 0.0 0.0006
C -2.15583 -3.02917 0.80970 0.0 -0.1 0.0 -0.0626
H 1.79435 -4.66363 -1.99634 0.0 0.0 0.0 0.1067
H 0.09197 -4.85603 -1.57883 0.0 0.0 0.0 0.0759
H 1.32678 -5.85562 -0.77823 0.0 0.0 0.0 0.1089
H 3.19355 -4.43446 0.31088 0.0 0.0 0.0 0.1150
H 2.77299 -2.83757 0.94505 0.0 0.0 0.0 0.0678
H 3.14813 -3.05556 -0.78588 0.0 -0.1 0.0 0.0748
H -0.08686 -5.64859 0.96517 0.0 0.0 0.0 0.1004
H -1.45643 -5.70458 -0.17369 0.0 0.0 0.0 0.1076
H -1.73072 -5.37731 1.54106 0.0 0.0 0.0 0.1093
H -2.06537 -1.99653 0.50709 0.0 0.1 0.0 0.0086
H -2.39193 -3.09832 1.87371 0.0 0.0 0.0 0.1101
H -2.96427 -3.48766 0.24018 0.0 0.0 0.0 0.1116
Br -0.80753 -1.94118 -2.32092 0.0 0.1 0.0 0.9989
C -0.09925 -0.31113 -2.91385 0.1 0.0 0.0 -0.6888
C 0.06814 -0.18788 -4.28690 0.0 0.0 0.0 -0.0655
C 0.68618 0.93507 -4.79448 0.0 0.0 0.0 0.0140
C 1.13292 1.90245 -3.90041 0.0 0.0 0.0 -0.0026
C 0.90386 1.71408 -2.56284 0.1 0.0 0.1 -0.1465
N 0.27515 0.63138 -2.03739 -0.1 0.0 -0.1 -0.1062
H -0.28037 -0.98145 -4.93135 0.0 0.0 0.0 0.1209
H 0.82786 1.04988 -5.86130 0.0 0.0 0.0 0.1387
H 1.64193 2.79553 -4.23531 0.0 0.0 0.0 0.1319
H 1.22242 2.46536 -1.85473 0.0 0.0 0.0 0.1058

---

# 2
67
Properties=species:S:1:pos:R:3:forces:R:3:lowdin_charge:R:1 method="wB97M-V/def2-TZVPD" homo_energy_ev=-13.785 lumo_energy_ev=-11.35 homo_lumo_gap_ha=0.089 charge=+3
Lu -0.09778 -0.21505 1.47910 0.1 3.5 0.1 1.0267
P 1.86831 1.15964 2.78089 1.2 0.6 0.4 0.6863
P -1.01236 2.00020 0.01050 -1.1 1.5 -1.1 0.7059
P 1.68113 -0.57281 -0.68863 0.6 -0.4 -0.8 0.7100
H -1.85293 -2.41837 1.31354 0.5 0.3 0.2 0.1044
C -0.78854 -2.45933 1.01387 1.2 -3.0 2.0 -0.1298
C 0.22028 -2.51804 1.98692 -2.0 -3.2 -1.5 -0.1740
H -0.04276 -2.72212 3.03523 -0.1 1.0 -0.4 0.0690
C 1.82674 1.75431 4.50225 -0.4 0.0 0.1 -0.2505
C 2.58457 2.66914 2.04486 -0.2 -0.1 -0.4 -0.2405
C 3.27235 -0.01728 2.86632 -0.2 -0.1 -0.2 -0.2458
C -2.36862 1.53661 -1.13984 0.1 -0.6 0.2 -0.2498
C -1.81188 3.32927 0.99573 0.2 -0.3 0.5 -0.2542
C 0.06801 3.00512 -1.09064 0.6 -0.3 0.2 -0.2446
C 2.54341 -2.19023 -0.58957 -0.1 0.1 0.2 -0.2505
C 3.04184 0.58323 -1.11432 -0.2 0.1 0.3 -0.2375
C 0.72939 -0.74830 -2.24970 -0.2 0.1 0.3 -0.2629
H -0.65923 -2.91219 0.02155 0.5 1.0 -0.1 0.1012
H 1.25077 -2.79935 1.73497 -0.3 0.3 -0.3 0.0774
H 1.50925 0.97895 5.20225 0.2 0.1 0.0 0.0224
H 1.15207 2.61382 4.59253 0.1 -0.2 0.0 0.0668
H 2.85340 2.07878 4.72630 -0.4 -0.1 0.1 0.0735
H 1.81555 3.45230 2.03650 0.2 -0.1 0.0 0.0534
H 2.92476 2.49809 1.01922 0.0 0.1 0.2 0.0296
H 3.42678 2.99920 2.66552 -0.2 -0.1 -0.2 0.0763
H 2.92037 -0.95192 3.32571 0.3 0.1 0.0 0.0451
H 4.05887 0.42386 3.49141 -0.1 -0.2 -0.2 0.0747
H 3.66788 -0.23600 1.86551 0.0 0.0 0.3 0.0275
H -2.78933 2.39927 -1.67426 0.3 -0.1 0.3 0.0790
H -3.16769 1.05373 -0.56510 0.0 0.1 -0.2 0.0532
H -2.00037 0.81128 -1.87440 -0.1 0.1 0.0 0.0351
H -2.22650 4.12911 0.36689 0.2 -0.4 0.0 0.0767
H -1.07457 3.76305 1.68021 -0.1 0.0 -0.1 0.0419
H -2.61444 2.89656 1.60246 0.1 0.1 -0.1 0.0506
H -0.48307 3.83631 -1.55365 -0.1 -0.3 0.3 0.0807
H 0.49420 2.38430 -1.88621 -0.1 0.1 0.1 0.0299
H 0.89864 3.42133 -0.50841 -0.1 0.0 -0.1 0.0381
H 3.10488 -2.36904 -1.51650 -0.1 0.0 0.3 0.0775
H 1.80769 -2.99116 -0.44108 0.2 0.1 -0.2 0.0419
H 3.23415 -2.18546 0.26486 -0.1 -0.1 -0.3 0.0494
H 3.53733 0.25131 -2.03913 -0.2 0.1 0.3 0.0801
H 3.77104 0.59551 -0.29099 -0.1 0.0 -0.3 0.0415
H 2.64084 1.59726 -1.25422 0.2 -0.3 0.0 0.0333
H 1.37176 -1.14358 -3.04995 -0.1 0.1 0.2 0.0779
H 0.31487 0.22235 -2.55640 0.1 -0.3 0.0 0.0349
H -0.10248 -1.44887 -2.08262 0.2 0.2 -0.2 0.0429
C -2.54788 -0.86257 -5.67967 -0.3 -0.7 0.0 -0.3236
C -3.67286 -1.36098 -6.37862 0.8 0.0 0.6 -0.0129
C -3.88629 -2.74047 -6.39878 0.3 -0.1 0.1 -0.0667
C -2.99034 -3.61370 -5.76016 0.1 0.1 0.1 -0.0878
C -1.86008 -3.10370 -5.10503 -0.3 0.1 -0.2 -0.0981
C -1.62183 -1.72830 -5.08126 -0.6 0.0 -0.1 -0.0537
O -2.32558 0.47415 -5.49244 -0.4 0.4 -0.4 0.0215
H -3.00939 0.97202 -5.97617 0.4 -0.2 0.2 0.1154
H -4.35871 -0.66676 -6.87139 0.2 -0.3 0.2 0.1207
H -4.76064 -3.14272 -6.91587 0.3 0.1 0.2 0.1175
H -3.17085 -4.69170 -5.77715 0.1 0.4 0.0 0.1085
H -1.15332 -3.76991 -4.60732 -0.2 0.1 -0.2 0.0970
H -0.74295 -1.29700 -4.59912 -0.2 -0.1 -0.2 0.0802
N -1.11128 0.74954 6.19423 -0.1 -0.9 -0.8 0.1554
C -0.75450 -0.22460 5.33862 0.2 0.3 1.3 -0.8274
N 0.05590 -1.18876 5.81876 -0.6 0.3 -0.8 0.1488
S -1.43373 -0.24924 3.74613 0.2 0.3 0.1 0.5943
H -1.06088 0.58088 7.19172 0.2 0.3 0.0 0.1472
H -1.67335 1.53091 5.87976 -0.1 -0.3 0.1 0.1295
H 0.45478 -1.88524 5.19272 -0.5 0.2 0.6 0.1123
H 0.12523 -1.32661 6.82166 0.3 0.0 -0.2 0.1474